#P
{
  "formula": "C22H38P2Ru",
  "method": "ωB97M-V/def2-TZVPD",
  "multiplicity": 5,
  "total_charge": 2,
  "homo_ev": [-12.9, -13.5],
  "homo_lumo_gap_ev": [6.47, 5.93],
  "elements": ["P", "P", "C", "C", "H", "H", "H", "H", "C", "H", "H", "H", "C", "H", "H", "H", "C", "H", "H", "H", "C", "H", "H", "H", "Ru", "C", "C", "C", "C", "C", "C", "C", "C", "C", "H", "H", "H", "H", "H", "H", "H", "H", "H", "H", "H", "H", "H", "H", "H", "C", "C", "C", "C", "C", "C", "C", "H", "H", "H", "H", "H", "H", "H"],
  "positions_angstrom": [[-0.344, -1.637, -4.932], [0.136, 2.047, -4.994], [-0.501, -0.474, -6.363], [0.371, 0.812, -6.406], [-1.550, -0.181, -6.465], [-0.334, -1.112, -7.243], [1.422, 0.515, -6.438], [0.217, 1.362, -7.346], [-1.417, 2.920, -5.573], [-1.667, 3.610, -4.757], [-2.299, 2.277, -5.729], [-1.191, 3.507, -6.482], [1.399, 3.272, -5.445], [1.180, 3.837, -6.369], [2.395, 2.812, -5.543], [1.461, 4.000, -4.620], [-1.330, -3.040, -5.543], [-1.314, -3.887, -4.840], [-0.906, -3.391, -6.510], [-2.387, -2.781, -5.709], [1.290, -2.417, -5.249], [2.105, -1.703, -5.362], [1.212, -3.026, -6.163], [1.489, -3.071, -4.383], [-0.236, -0.241, -0.853], [0.408, 2.304, -2.910], [-0.773, 1.533, -2.291], [-1.506, 0.570, -3.233], [-1.714, -0.881, -2.746], [-0.363, -1.700, -2.969], [0.974, -1.123, -2.537], [1.438, 0.084, -3.317], [1.637, 1.367, -2.491], [0.093, -1.843, 0.337], [0.479, 3.355, -2.527], [-1.539, 2.134, -1.792], [-1.013, 0.591, -4.250], [-2.484, 0.991, -3.500], [-2.056, -0.900, -1.681], [-2.499, -1.327, -3.369], [-0.470, -2.727, -2.586], [1.792, -1.855, -2.309], [0.643, 0.245, -4.158], [2.326, -0.142, -3.946], [1.686, 1.057, -1.370], [2.634, 1.726, -2.888], [0.981, -1.780, 0.999], [0.195, -2.726, -0.313], [-0.762, -1.993, 1.034], [-0.256, 1.248, 0.483], [-0.075, 0.903, 1.921], [1.219, 0.880, 2.465], [1.373, 0.539, 3.824], [0.255, 0.237, 4.621], [-1.018, 0.356, 4.056], [-1.186, 0.687, 2.714], [-1.240, 1.682, 0.310], [0.460, 1.957, 0.119], [2.081, 1.075, 1.830], [2.347, 0.514, 4.252], [0.381, 0.074, 5.714], [-1.899, 0.191, 4.687], [-2.185, 0.743, 2.249]],
  "lowdin_spin": [0.058, -0.004, 0.019, -0.001, 0.000, 0.003, 0.000, 0.000, 0.000, 0.000, 0.000, 0.000, 0.000, 0.000, 0.000, 0.000, 0.010, 0.000, 0.002, 0.000, 0.003, 0.000, 0.000, 0.001, 2.893, 0.005, 0.005, 0.014, 0.076, 0.037, 0.178, 0.019, 0.032, 0.077, 0.000, 0.005, 0.002, 0.001, 0.019, 0.009, 0.000, 0.009, 0.001, 0.002, 0.011, 0.003, 0.024, 0.015, 0.027, 0.210, 0.049, 0.041, -0.003, 0.054, -0.003, 0.041, 0.033, 0.020, 0.001, -0.001, 0.002, -0.001, 0.000]
}

---

#Q
{
  "formula": "C22H38P2Ru",
  "method": "ωB97M-V/def2-TZVPD",
  "multiplicity": 5,
  "total_charge": 2,
  "homo_ev": [-11.3, -13.4],
  "homo_lumo_gap_ev": [4.19, 6.01],
  "elements": ["P", "P", "C", "C", "H", "H", "H", "H", "C", "H", "H", "H", "C", "H", "H", "H", "C", "H", "H", "H", "C", "H", "H", "H", "Ru", "C", "C", "C", "C", "C", "C", "C", "C", "C", "H", "H", "H", "H", "H", "H", "H", "H", "H", "H", "H", "H", "H", "H", "H", "C", "C", "C", "C", "C", "C", "C", "H", "H", "H", "H", "H", "H", "H"],
  "positions_angstrom": [[-2.526, 3.522, -2.276], [-3.182, -0.159, -2.949], [-3.070, 2.592, -3.750], [-4.047, 1.496, -3.355], [-1.952, 2.173, -4.525], [-3.455, 3.226, -4.570], [-4.700, 1.786, -2.504], [-4.765, 1.333, -4.184], [-3.871, -0.961, -4.462], [-3.761, -2.045, -4.392], [-3.390, -0.622, -5.391], [-4.935, -0.712, -4.543], [-3.986, -1.007, -1.559], [-4.943, -1.431, -1.897], [-4.160, -0.316, -0.721], [-3.338, -1.820, -1.201], [-2.264, 5.120, -3.164], [-1.817, 5.850, -2.484], [-3.211, 5.531, -3.532], [-1.581, 4.992, -4.010], [-3.745, 4.101, -1.079], [-4.527, 3.376, -0.833], [-4.254, 4.998, -1.462], [-3.236, 4.403, -0.159], [-1.839, -0.729, 0.931], [-1.429, 0.187, -4.104], [-1.268, 1.290, -5.029], [0.173, 1.740, -5.152], [0.959, 2.382, -3.974], [0.284, 3.373, -3.152], [-0.699, 3.122, -2.125], [-1.106, 1.670, -1.819], [-0.702, 0.495, -2.692], [-0.764, 0.837, 1.353], [-1.022, -0.814, -4.406], [-1.672, 0.973, -6.019], [0.148, 2.466, -5.957], [0.744, 0.886, -5.493], [1.503, 1.605, -3.407], [1.795, 2.919, -4.457], [0.634, 4.437, -3.256], [-0.544, 3.704, -1.213], [-2.196, 1.493, -1.600], [-0.714, 1.501, -0.816], [0.383, 0.370, -2.739], [-0.975, -0.346, -2.052], [-0.339, 0.827, 2.364], [-1.538, 1.603, 1.140], [0.057, 0.907, 0.610], [-0.777, -2.102, -0.491], [-0.139, -2.233, 0.779], [-1.066, -2.504, 1.838], [-0.822, -1.782, 3.030], [0.471, -1.313, 3.325], [1.455, -1.266, 2.340], [1.150, -1.699, 1.052], [-0.152, -1.672, -1.275], [-1.476, -2.889, -0.778], [-1.820, -3.283, 1.709], [-1.606, -1.739, 3.782], [0.716, -0.962, 4.339], [2.465, -0.894, 2.562], [1.859, -1.675, 0.226]],
  "lowdin_spin": [0.137, 0.072, 0.433, 0.048, 0.069, 0.009, 0.018, 0.000, 0.003, 0.001, 0.000, 0.000, 0.065, 0.011, 0.023, 0.009, 0.011, 0.001, 0.001, 0.007, 0.040, 0.001, 0.005, 0.003, 1.282, 0.043, 0.252, 0.071, 0.093, 0.533, 0.109, 0.044, 0.029, 0.019, 0.009, 0.007, 0.002, 0.015, 0.025, 0.000, 0.018, 0.023, 0.021, 0.006, 0.002, 0.017, 0.002, 0.017, 0.002, 0.055, 0.020, 0.008, 0.016, 0.123, 0.021, 0.127, 0.009, 0.004, 0.001, -0.002, 0.005, -0.001, 0.006]
}

---

Need the numbers? Relative energies in eV: #P 0.000; #Q 4.264.